1.
Entry from the Open Molecules 2025 dataset: an isolated ion of composition C6H15N2 and charge +1 (the ωB97M-V functional and the def2-TZVPD basis).

The HOMO-LUMO gap (alpha / beta) is 7.34 / 6.60 eV. The value obtained for the HOMO energy (alpha / beta) is -10.250 / -14.821 eV. As for the charge: +1. As for the spin multiplicity: 3. The expectation value of S² is 2.008. The value obtained for the energy above the lowest of the compared OMol25 structures with the same formula, charge and spin is 37.71 kcal/mol.

Last column: Mulliken charge in e.
Element x y z (Å)
C 2.681 0.082 -0.457  -0.10
C -2.139 1.176 -0.629  -1.55
C -1.078 -1.068 -0.663  -1.54
C -1.193 0.124 1.582  -1.54
C 0.478 0.964 -0.213  -0.91
C -1.078 0.254 0.077  1.52
N 3.719 -0.706 -0.052  -0.22
N 1.563 0.136 0.196  0.00
H 2.913 0.418 -1.483  0.28
H -2.540 2.137 -0.243  0.35
H -1.806 1.401 -1.616  0.43
H -2.995 0.520 -0.723  0.41
H -0.810 -1.992 -0.112  0.35
H -2.121 -1.296 -0.851  0.45
H -0.541 -1.088 -1.592  0.39
H -2.234 -0.227 1.902  0.38
H -1.032 1.158 2.056  0.33
H -0.405 -0.507 1.930  0.43
H 0.380 2.022 0.181  0.34
H 0.658 1.097 -1.258  0.44
H 4.520 -0.576 -0.538  0.26
H 3.678 -1.024 0.904  0.22
H 1.581 -0.210 1.196  0.29



2.
Entry from the Open Molecules 2025 dataset: C54H47MnN2O7P2Sb as an isolated structure (the ωB97M-V functional and the def2-TZVPD basis).

The HOMO-LUMO gap (alpha / beta) is 8.64 / 5.96 eV. The value obtained for the HOMO energy (alpha / beta) is -10.707 / -10.486 eV. As for the charge: +1. As for the spin multiplicity: 5. The expectation value of S² is 6.043.

Last column: Mulliken charge in e.
Element x y z (Å)
Mn 0.838 0.043 1.766  0.37
O 1.495 -1.041 -2.126  -0.78
C 1.641 -0.961 -0.901  1.46
O 0.742 -0.414 -0.152  0.15
C 2.874 -1.551 -0.308  -0.64
C 3.751 -2.198 -1.170  -0.45
C 4.935 -2.715 -0.690  -0.93
C 5.322 -2.524 0.627  -0.50
C 4.463 -1.862 1.467  -0.42
C 3.178 -1.436 1.066  0.24
O 2.332 -1.029 1.955  -0.54
N 4.949 -1.522 2.807  1.06
O 4.666 -0.420 3.230  -0.52
O 5.633 -2.339 3.384  -0.62
N 5.831 -3.429 -1.602  1.06
O 5.449 -3.597 -2.739  -0.62
O 6.893 -3.804 -1.157  -0.63
H 3.497 -2.296 -2.216  0.77
H 6.282 -2.871 0.980  0.63
C -1.657 1.183 3.883  -1.20
C -0.443 1.010 4.805  -1.31
P 1.134 0.951 3.864  1.44
C 1.519 2.690 3.496  0.63
C 1.218 3.744 4.356  -0.68
C 1.517 5.049 3.993  -0.72
C 2.129 5.312 2.776  -0.64
C 2.450 4.269 1.919  -0.67
C 2.142 2.966 2.278  -0.40
C 2.344 0.353 5.058  0.54
C 2.363 -1.022 5.296  -0.32
C 3.297 -1.564 6.160  -0.76
C 4.224 -0.736 6.780  -0.55
C 4.209 0.628 6.544  -0.78
C 3.273 1.177 5.679  -0.34
P -1.298 0.928 2.067  2.80
C -2.094 -0.661 1.673  0.58
C -1.783 -1.762 2.474  -0.53
C -2.241 -3.028 2.138  -0.99
C -3.020 -3.202 1.004  -0.62
C -3.330 -2.113 0.201  -1.04
C -2.859 -0.849 0.524  -0.88
C -2.322 2.250 1.361  0.35
C -1.676 3.428 0.991  -0.55
C -2.415 4.557 0.669  -0.65
C -3.800 4.510 0.711  -0.66
C -4.449 3.334 1.069  -0.77
C -3.715 2.207 1.402  -0.45
H -2.067 2.190 3.969  0.48
H -2.455 0.487 4.146  0.55
H -0.490 0.077 5.371  0.51
H -0.388 1.816 5.535  0.77
H 0.753 3.555 5.314  0.37
H 1.274 5.862 4.664  0.45
H 2.363 6.331 2.499  0.45
H 2.949 4.468 0.981  0.48
H 2.418 2.153 1.608  0.27
H 1.661 -1.669 4.780  0.27
H 3.318 -2.631 6.336  0.44
H 4.971 -1.163 7.435  0.40
H 4.937 1.268 7.024  0.43
H 3.282 2.241 5.480  0.37
H -1.196 -1.628 3.380  0.21
H -1.998 -3.874 2.766  0.49
H -3.386 -4.186 0.745  0.46
H -3.939 -2.244 -0.684  0.60
H -3.101 -0.010 -0.115  0.65
H -0.591 3.464 0.975  0.37
H -1.910 5.471 0.386  0.46
H -4.378 5.391 0.468  0.43
H -5.529 3.300 1.100  0.46
H -4.226 1.303 1.708  0.45
C -3.097 2.073 -2.928  -1.98
C -3.772 0.734 -3.049  0.95
C -5.132 0.682 -3.349  -0.57
C -5.799 -0.526 -3.466  -0.76
C -5.117 -1.720 -3.278  -0.53
C -3.762 -1.694 -2.988  -1.64
C -3.092 -0.474 -2.893  1.37
Sb -0.951 -0.548 -2.644  0.41
C -0.682 -2.660 -2.714  1.12
C -0.715 -3.263 -1.460  -0.27
C -0.531 -4.631 -1.337  -1.23
C -0.311 -5.391 -2.474  -0.91
C -0.268 -4.781 -3.718  -1.02
C -0.447 -3.408 -3.868  0.52
C -0.387 -2.788 -5.234  -1.01
C -0.362 0.604 -4.345  1.30
C -1.213 0.492 -5.444  -1.28
C -0.938 1.170 -6.619  -0.86
C 0.184 1.981 -6.687  -0.82
C 0.997 2.130 -5.578  -0.63
C 0.741 1.460 -4.381  0.86
C 1.644 1.727 -3.208  -1.37
H -3.719 2.759 -2.355  0.54
H -2.924 2.514 -3.911  0.39
H -2.132 2.003 -2.422  0.18
H -5.672 1.610 -3.492  0.49
H -6.854 -0.535 -3.701  0.41
H -5.636 -2.665 -3.359  0.46
H -3.226 -2.623 -2.845  0.79
H -0.874 -2.664 -0.569  0.48
H -0.553 -5.096 -0.360  0.57
H -0.167 -6.460 -2.395  0.41
H -0.084 -5.382 -4.600  0.44
H -0.149 -3.535 -5.989  0.53
H 0.374 -2.007 -5.280  0.19
H -1.344 -2.336 -5.502  0.16
H -2.096 -0.134 -5.395  0.43
H -1.597 1.065 -7.470  0.48
H 0.415 2.514 -7.600  0.41
H 1.850 2.795 -5.628  0.46
H 2.085 2.719 -3.299  0.57
H 2.453 0.999 -3.168  0.31
H 1.102 1.676 -2.263  -0.07